Model a:
The following is a DFT calculation (ωB97M-V/def2-TZVPD) of a cluster of 2 separate species, C2H4O2S in total.

```
9
Properties=species:S:1:pos:R:3
C -0.22652 1.69586 0.64371
C -1.07462 -0.34461 -0.10957
O 2.51602 -1.53735 -0.19834
O -1.17805 1.03975 0.30047
S 2.33323 -0.07239 -0.53965
H 0.76186 1.15746 0.61049
H -1.37259 -0.60133 -1.13479
H -1.77068 -0.85798 0.48113
H 0.01135 -0.47942 -0.05346
```

## Properties
frontier orbital gap (alpha / beta): 6.31 / 6.40 eV
2S+1: 1
LUMO (alpha / beta): -1.9 / -1.8 eV

=====

Model b:
The following is a DFT calculation (ωB97M-V/def2-TZVPD) of a structure of composition C2H4O2S.

```
9
Properties=species:S:1:pos:R:3
C 0.11641 -0.85930 0.03335
C 0.47719 0.67626 -0.23430
O 3.10609 0.49890 0.55384
O 1.45987 -1.39154 0.21305
S 2.19702 0.02569 -0.41763
H -0.48193 -0.91374 0.88788
H -0.35933 -1.47836 -0.82905
H -0.15136 1.28428 -0.96580
H 0.47930 1.16598 0.74075
```

## Properties
frontier orbital gap: 10.19 eV
2S+1: 1
LUMO: 0.8 eV

=====

Model c:
The following is a DFT calculation (ωB97M-V/def2-TZVPD) of an isolated molecule of C2H4O2S.

```
9
Properties=species:S:1:pos:R:3
C -0.92448 -0.61784 -0.44650
C 0.05399 -0.22156 0.57316
H -0.57434 -1.02224 -2.17487
H -1.09393 -1.76828 -0.06424
H -1.80223 -0.37022 0.12053
H 0.71797 1.06893 -1.26301
O -1.11002 -0.41733 -1.73264
O 0.21425 -0.67662 1.73182
S 0.94635 0.99249 0.16426
```

## Properties
frontier orbital gap: 10.33 eV
2S+1: 1
LUMO: 0.3 eV
SMILES: O=C(S)CO

=====

On energetic grounds, model b is preferred over the next structure by 0.283 eV.

=====

Model a:
The following is a DFT calculation (ωB97M-V/def2-TZVPD) of an isolated molecule of C2H3NS.

```
7
Properties=species:S:1:pos:R:3
C -0.04564 1.07479 1.19573
C 0.02958 -0.73377 -0.55288
N 0.23250 0.08549 0.60125
S 0.90164 -0.06389 -1.92986
H -0.40532 2.03366 1.53834
H 0.39837 -1.74620 -0.23360
H -1.11112 -0.65008 -0.61898
```

## Properties
frontier orbital gap: 6.05 eV
2S+1: 1
LUMO: -1.1 eV

=====

Model b:
The following is a DFT calculation (ωB97M-V/def2-TZVPD) of a cluster of 2 separate species, C2H3NS in total.

```
7
Properties=species:S:1:pos:R:3
C -0.50382 -0.17433 -0.06271
C -1.82724 -0.35283 0.18138
N 0.59377 -0.00209 -0.42673
S 3.33564 0.06339 0.17671
H -2.47366 0.49971 0.28297
H -2.25672 -1.33467 0.10728
H 3.13203 1.30081 -0.25891
```

## Properties
frontier orbital gap (alpha / beta): 7.52 / 7.66 eV
2S+1: 1
LUMO (alpha / beta): -1.4 / -1.8 eV

=====

Model c:
The following is a DFT calculation (ωB97M-V/def2-TZVPD) of an isolated molecule of C2H3NS.

```
7
Properties=species:S:1:pos:R:3
C -0.15730 -0.31502 -0.11884
C 1.15981 -0.41547 0.05629
N -1.27380 0.18672 -0.01590
S -3.12475 -0.09106 0.06335
H 1.82874 -0.09153 -0.72460
H 1.47590 -0.92794 1.04500
H -3.30694 1.16180 -0.54956
```

## Properties
frontier orbital gap: 8.08 eV
2S+1: 1
LUMO: -0.1 eV
SMILES: C=C=NS

=====

On energetic grounds, model c is preferred over the next structure by 0.377 eV.

=====

Model a:
The following is a DFT calculation (ωB97M-V/def2-TZVPD) of an isolated molecule of C4H3N.

```
8
Properties=species:S:1:pos:R:3
C -0.38735 1.21593 -1.47244
C 0.25497 0.89747 -0.50930
C 0.31660 0.08607 0.70407
C 1.07832 -1.14528 0.51392
N 1.62092 -2.15066 0.32748
H -1.14067 1.35068 -2.20301
H -0.73249 -0.19259 0.83029
H 0.61366 0.61894 1.60334
```

## Properties
frontier orbital gap: 11.25 eV
2S+1: 1
LUMO: 0.5 eV
SMILES: C#CCC#N

=====

Model b:
The following is a DFT calculation (ωB97M-V/def2-TZVPD) of an isolated molecule of C4H3N.

```
8
Properties=species:S:1:pos:R:3
C -1.57756 0.99776 -0.49548
C -0.32160 0.75544 -0.22373
C 0.88072 0.38868 0.04134
C 1.63545 -0.64985 0.19804
N 2.45183 -1.53968 0.39118
H -2.33140 1.02545 0.27886
H 2.04230 -2.46602 0.25746
H -1.92956 1.12505 -1.50903
```

## Properties
frontier orbital gap (alpha / beta): 8.83 / 8.83 eV
2S+1: 1
LUMO (alpha / beta): 0.2 / 0.2 eV
SMILES: C=C=C=C=N

=====

On energetic grounds, model a is preferred over the next structure by 0.667 eV.

=====

Model a:
The following is a DFT calculation (ωB97M-V/def2-TZVPD) of an isolated molecule of C4H3N.

```
8
Properties=species:S:1:pos:R:3
C 1.02260 -0.13053 -1.10954
C 0.15672 0.09590 0.06829
C -0.71120 0.19868 0.91699
C -1.66066 0.23132 1.86958
H 1.21650 0.79905 -1.70237
H 2.04196 -0.53804 -0.96785
H 0.45419 -0.94217 -1.72401
N -2.52010 0.28579 2.64890
```

## Properties
frontier orbital gap: 10.96 eV
2S+1: 1
LUMO: 0.5 eV
SMILES: CC#CC#N

=====

Model b:
The following is a DFT calculation (ωB97M-V/def2-TZVPD) of an isolated molecule of C4H3N.

```
8
Properties=species:S:1:pos:R:3
C -0.33201 -2.12352 0.61196
C 0.03767 -0.97815 0.67271
C 0.50810 1.33518 -0.75143
C 0.69516 1.22844 0.54555
N 0.48390 0.19643 1.17604
H -0.66892 -3.11783 0.43588
H -0.43790 1.76112 -1.00407
H 1.39844 1.17490 -1.31914
```

## Properties
frontier orbital gap: 8.16 eV
2S+1: 1
LUMO: -0.5 eV
SMILES: C#CN=C=C

=====

On energetic grounds, model a is preferred over the next structure by 3.656 eV.

=====

Model a:
The following is a DFT calculation (ωB97M-V/def2-TZVPD) of a cluster of 2 separate species, C3H4Br2 in total.

```
9
Properties=species:S:1:pos:R:3
C 0.55836 -1.63085 -0.03874
C 0.92320 -0.38501 -0.06445
C -0.82029 1.41192 0.06609
Br 2.62850 0.50138 -0.22046
Br -2.31805 0.40574 -0.22437
H 1.15611 -2.55646 0.08779
H -0.50701 -1.80968 -0.08117
H -0.77362 1.78752 1.14461
H -0.84721 2.27545 -0.66929
```

## Properties
frontier orbital gap (alpha / beta): 8.23 / 8.11 eV
2S+1: 1
LUMO (alpha / beta): -0.6 / -0.7 eV

=====

Model b:
The following is a DFT calculation (ωB97M-V/def2-TZVPD) of a structure of composition C3H4Br2.

```
9
Properties=species:S:1:pos:R:3
C -0.16473 0.08303 0.74398
C -0.18867 0.03836 -0.77530
C -1.44162 -0.13595 -0.01834
Br -2.57076 -1.68133 0.03300
Br -2.71471 1.45930 -0.06860
H 0.32293 -0.75741 1.21461
H 0.10628 1.03965 1.24580
H -0.30306 1.00062 -1.33436
H 0.42169 -0.76567 -1.23446
```

## Properties
frontier orbital gap: 10.44 eV
2S+1: 1
LUMO: 0.4 eV

=====

On energetic grounds, model b is preferred over the next structure by 3.213 eV.

=====

Model a:
The following is a DFT calculation (ωB97M-V/def2-TZVPD) of an isolated molecule of C4H5Cl.

```
10
Properties=species:S:1:pos:R:3
C -0.37844 -0.06082 -0.10023
C 0.51402 0.79801 0.23115
C 1.96179 0.46002 -0.15493
C 2.58693 -0.78112 -0.00246
H -0.16598 -1.31589 0.15253
H 0.27749 1.86931 0.47803
H 2.75075 1.23226 -0.47004
H 3.62903 -0.55718 -0.11187
H 1.95926 -1.46111 0.66914
Cl -2.15038 -0.13317 -0.03288
```

## Properties
frontier orbital gap: 9.57 eV
2S+1: 1
LUMO: 0.5 eV
SMILES: C=C/C=C/Cl

=====

Model b:
The following is a DFT calculation (ωB97M-V/def2-TZVPD) of a cluster of 2 separate species, C4H5Cl in total.

```
10
Properties=species:S:1:pos:R:3
C 0.21760 0.83631 1.22954
C 0.53236 0.39878 0.16101
C 1.47443 0.71381 -1.96721
C 1.19198 -0.12972 -0.98569
Cl -2.16883 -1.20160 2.71004
H -0.14460 1.17263 2.14376
H 1.87049 0.42873 -2.84838
H -1.22673 -0.86882 1.68850
H 1.16617 1.76272 -1.84920
H 1.40976 -1.24090 -0.99003
```

## Properties
frontier orbital gap: 10.43 eV
2S+1: 1
LUMO: 0.7 eV
SMILES: C#CC=C.Cl

=====

On energetic grounds, model b is preferred over the next structure by 0.657 eV.

=====

Model a:
The following is a DFT calculation (ωB97M-V/def2-TZVPD) of a cluster of 2 separate species, C6H12O in total.

```
19
Properties=species:S:1:pos:R:3
C -1.73196 -1.70489 1.82448
C -1.11994 -0.29426 1.71320
C -0.40231 -0.53064 -3.30746
C 0.13134 -0.39363 -1.99317
C -0.53308 -0.70579 -0.78503
C -0.35651 -0.10925 0.43412
H -1.01392 -2.43587 1.46401
H -2.03030 -1.98782 2.83584
H -2.62919 -1.79376 1.20993
H -1.96044 0.42089 1.76343
H -0.48111 -0.17614 2.59297
H -0.68782 -1.49019 -3.74941
H -0.06683 0.19982 -4.04874
H 0.89475 0.38256 -1.86329
H -1.35588 -1.40827 -0.88898
H 0.33737 0.73150 0.40243
H 2.77888 3.67450 1.66051
H 3.37723 3.13884 0.39315
O 3.36192 2.97185 1.34124
```

## Properties
<S²>: 0.770
frontier orbital gap (alpha / beta): 3.15 / 5.32 eV
2S+1: 2
LUMO (alpha / beta): 3.2 / 3.2 eV
net charge: -1

=====

Model b:
The following is a DFT calculation (ωB97M-V/def2-TZVPD) of a cluster of 2 separate species, C6H12O in total.

```
19
Properties=species:S:1:pos:R:3
C -0.01977 1.96468 1.92174
C -0.85099 1.59200 0.69146
C 0.31008 -0.96473 -2.74874
C -0.56881 -1.33770 -1.79356
C -0.98920 -0.56663 -0.64865
C -0.25561 0.43104 -0.07183
H 0.99511 2.30480 1.72083
H -0.49094 2.82624 2.42434
H 0.12214 1.14361 2.62470
H -1.80242 1.16359 1.04034
H -1.04539 2.43853 0.02923
H 0.84363 -0.02608 -2.62446
H 0.42058 -1.46604 -3.70334
H -1.07846 -2.30393 -1.84451
H -1.83661 -1.01397 -0.09630
H 0.84102 0.45243 -0.20298
H 2.51762 -1.41082 1.29452
H 1.16270 -0.85796 1.03328
O 1.67513 -1.27561 1.73607
```

## Properties
<S²>: 0.765
frontier orbital gap (alpha / beta): 4.25 / 6.75 eV
2S+1: 2
LUMO (alpha / beta): 4.1 / 4.0 eV
net charge: -1

=====

Model c:
The following is a DFT calculation (ωB97M-V/def2-TZVPD) of a cluster of 2 separate species, C6H12O in total.

```
19
Properties=species:S:1:pos:R:3
C -0.50311 -0.55127 -1.73788
C 0.18763 0.46429 -0.85663
C 0.28488 1.82480 -1.08365
C 0.73861 0.55035 1.59474
C 0.66336 -0.10293 0.37336
C 1.26758 -1.52195 0.34076
H -0.87425 -0.12097 -2.66050
H -1.24852 -1.09470 -1.15462
H 0.21218 -1.30941 -2.03726
H 0.21775 2.55068 -0.28151
H 0.13677 2.36226 -2.01324
H 0.94274 0.01400 2.50460
H 0.74517 1.62708 1.68829
H 0.45383 -2.25025 0.25256
H 1.82415 -1.66979 1.24273
H 1.84506 -1.59073 -0.57246
H -1.52712 0.38902 1.34768
H -2.87811 -0.04853 1.87780
O -2.48860 0.47804 1.17522
```

## Properties
<S²>: 0.763
frontier orbital gap (alpha / beta): 4.00 / 6.62 eV
2S+1: 2
LUMO (alpha / beta): 4.1 / 4.0 eV
net charge: -1

=====

On energetic grounds, model b is preferred over the next structure by 0.284 eV.

=====

Model a:
The following is a DFT calculation (ωB97M-V/def2-TZVPD) of an isolated molecule of H4NOPS2.

```
9
Properties=species:S:1:pos:R:3
N 0.28322 -0.44767 -1.11809
O -0.79328 -1.40038 0.96765
P 0.32746 -0.33762 0.57220
S 2.41418 -0.54216 1.63619
S -0.84334 1.49342 1.06273
H -0.73139 -0.59430 -1.34949
H 0.69330 0.36455 -1.56274
H -0.30979 -2.20564 1.23993
H -0.03343 2.30611 0.34718
```

## Properties
frontier orbital gap: 8.28 eV
2S+1: 1
LUMO: -0.3 eV
SMILES: N[P@@](O)(=S)S

=====

Model b:
The following is a DFT calculation (ωB97M-V/def2-TZVPD) of a cluster of 2 separate species, H4NOPS2 in total.

```
9
Properties=species:S:1:pos:R:3
N 1.13427 0.30069 -0.26092
O -1.11844 0.14930 0.93637
P 2.61066 -0.29176 -0.07263
S 3.96253 0.83246 0.76799
S 2.77817 -2.03686 -0.91663
H 0.24722 -0.21361 -0.47248
H 1.01423 1.20784 0.23016
H -1.75419 -0.43426 1.19217
H -0.81932 0.61806 1.80575
```

## Properties
frontier orbital gap: 9.02 eV
2S+1: 1
LUMO: 0.0 eV

=====

On energetic grounds, model b is preferred over the next structure by 0.363 eV.

=====

Model a:
The following is a DFT calculation (ωB97M-V/def2-TZVPD) of a cluster of 2 separate species, C2H4FNO2 in total.

```
10
Properties=species:S:1:pos:R:3
C -0.21185 0.69944 -0.83274
C 0.18364 -0.43021 -0.27418
N -0.58979 -1.63761 -0.41360
O -1.64326 -1.58627 -1.00626
O -0.11577 -2.63627 0.08403
F 0.63166 1.93654 1.91024
H 0.33801 1.61708 -0.72130
H 1.45930 1.89108 2.34366
H -1.12748 0.72154 -1.40459
H 1.07552 -0.57532 0.31475
```

## Properties
frontier orbital gap: 10.78 eV
2S+1: 1
LUMO: -0.3 eV
SMILES: C=C[N+](=O)[O-].F

=====

Model b:
The following is a DFT calculation (ωB97M-V/def2-TZVPD) of a cluster of 2 separate species, C2H4FNO2 in total.

```
10
Properties=species:S:1:pos:R:3
C -1.01908 0.01850 -0.50609
C 0.26740 -0.42414 0.20347
N 1.38035 0.50006 0.15647
O 1.15255 1.71713 0.05927
O 2.51301 0.11550 0.11980
F 0.67368 -1.72089 0.08564
H -1.45310 1.02877 -0.13361
H -1.91094 -0.72141 -0.27979
H -0.97286 -0.05056 -1.68255
H -0.63102 -0.46295 1.97739
```

## Properties
frontier orbital gap (alpha / beta): 9.03 / 8.75 eV
2S+1: 1
LUMO (alpha / beta): -1.9 / -1.7 eV

=====

On energetic grounds, model a is preferred over the next structure by 3.585 eV.